1.
Formula: C25H45NP2SSc
Source: OMol25
Level of theory: ωB97M-V/def2-TZVPD

Each line ends with the Löwdin charge.
Geometry (Å):
Sc1 -0.706 -0.815 -1.155  0.87
C1 1.693 -0.389 -2.276  -0.29
C2 0.494 0.129 -2.881  -0.36
C3 1.374 1.757 -1.501  -0.23
C4 2.276 0.669 -1.525  -0.27
C5 0.251 1.436 -2.315  -0.25
C6 2.275 -1.729 -2.499  -0.06
H1 1.517 -2.456 -2.826  0.08
H2 2.724 -2.120 -1.574  0.05
H3 3.065 -1.728 -3.268  0.10
C7 3.656 0.688 -0.982  -0.05
H4 4.064 -0.325 -0.910  0.05
H5 3.687 1.163 0.008  0.05
H6 4.343 1.250 -1.634  0.10
C8 1.629 3.054 -0.835  -0.05
H7 2.416 3.629 -1.346  0.10
H8 1.960 2.898 0.206  0.05
H9 0.725 3.673 -0.822  0.07
C9 -0.843 2.377 -2.658  -0.04
H10 -1.236 2.184 -3.665  0.09
H11 -0.493 3.418 -2.611  0.08
H12 -1.681 2.298 -1.950  0.06
C10 -0.248 -0.589 -3.942  -0.05
H13 0.446 -0.810 -4.778  0.11
H14 -1.080 -0.001 -4.353  0.09
H15 -0.649 -1.566 -3.605  0.07
C11 -1.492 -2.312 0.282  -0.27
C12 -1.206 -2.885 -0.966  -0.28
C13 -2.301 -3.097 -2.007  -0.19
C14 -3.134 -1.871 -2.454  -0.18
C15 -2.648 -0.486 -2.050  -0.25
C16 -2.656 0.004 -0.734  -0.25
C17 -3.480 -0.687 0.343  -0.18
C18 -2.917 -2.058 0.759  -0.18
H16 -3.011 -3.861 -1.662  0.11
H17 -4.183 -2.026 -2.145  0.12
H18 -1.845 -3.572 -2.888  0.11
H19 -3.586 -2.839 0.365  0.11
H20 -0.755 -2.308 1.101  0.05
H21 -0.308 -3.519 -1.076  0.11
H22 -2.954 -2.130 1.860  0.11
H23 -3.524 -0.014 1.209  0.09
H24 -2.338 1.040 -0.510  0.07
H25 -4.541 -0.807 0.015  0.13
H26 -3.190 -1.889 -3.554  0.12
H27 -2.705 0.253 -2.859  0.11
P1 2.716 -2.088 2.371  0.68
C19 4.379 -1.525 2.027  -0.18
H28 5.086 -2.179 2.557  0.08
H29 4.525 -0.491 2.371  0.07
H30 4.600 -1.594 0.949  0.07
C20 2.230 -2.168 4.084  -0.20
H31 2.814 -2.941 4.600  0.08
H32 1.165 -2.420 4.168  0.08
H33 2.402 -1.205 4.581  0.08
C21 2.167 -3.482 1.374  -0.19
H34 1.070 -3.590 1.403  0.06
H35 2.618 -4.401 1.778  0.08
H36 2.486 -3.348 0.325  0.06
P2 -1.521 3.064 1.895  0.78
C22 -2.780 4.370 1.586  -0.30
H37 -3.404 4.514 2.475  0.03
H38 -3.405 4.034 0.746  0.03
H39 -2.286 5.307 1.317  0.04
C23 -2.325 2.252 3.339  -0.31
H40 -2.923 1.398 2.992  0.01
H41 -2.966 2.985 3.844  0.04
H42 -1.555 1.889 4.028  0.03
C24 -0.222 3.999 2.796  -0.32
H43 -0.649 4.908 3.236  0.04
H44 0.576 4.245 2.084  0.02
H45 0.211 3.358 3.573  0.02
S1 1.413 -0.599 1.542  0.80
C25 2.139 0.821 2.114  -0.65
N1 2.554 1.856 2.510  0.17

Properties
charge = +1
energy above the lowest of the compared OMol25 structures with the same formula, charge and spin = 703.8 kJ/mol
LUMO energy (spin up / spin down) = -3.781 / -3.781 eV
E_HOMO (spin up / spin down) = -8.9575 / -8.8108 eV
total energy = -78248.1671 eV
frontier orbital gap (spin up / spin down) = 5.2 / 5.0 eV
2S+1 = 1

2.
Formula: C25H45NP2SSc
Source: OMol25
Level of theory: ωB97M-V/def2-TZVPD

Each line ends with the Löwdin charge.
Geometry (Å):
Sc1 -0.525 0.591 0.522  0.79
C1 -0.548 -0.589 2.618  -0.29
C2 0.829 -0.553 2.234  -0.28
C3 0.146 1.632 2.568  -0.29
C4 -0.951 0.766 2.899  -0.27
C5 1.251 0.809 2.168  -0.28
C6 -1.340 -1.828 2.886  -0.03
H1 -1.036 -2.647 2.217  0.08
H2 -2.418 -1.674 2.731  0.06
H3 -1.204 -2.186 3.921  0.11
C7 -2.148 1.165 3.698  -0.01
H4 -2.810 0.303 3.872  0.08
H5 -2.724 1.961 3.214  0.05
H6 -1.843 1.535 4.694  0.11
C8 0.191 3.118 2.717  -0.02
H7 0.710 3.411 3.645  0.10
H8 -0.815 3.565 2.733  0.07
H9 0.747 3.590 1.888  0.08
C9 2.658 1.251 2.013  -0.02
H10 3.192 1.260 2.976  0.11
H11 2.724 2.259 1.596  0.07
H12 3.208 0.575 1.348  0.07
C10 1.732 -1.732 2.221  -0.01
H13 1.973 -2.090 3.239  0.11
H14 2.685 -1.498 1.734  0.06
H15 1.292 -2.581 1.681  0.07
C11 0.454 -1.931 -2.184  -0.12
C12 0.609 -2.687 -1.078  -0.12
C13 1.654 -3.762 -0.992  -0.17
C14 3.154 -3.331 -0.864  -0.17
C15 3.477 -1.860 -0.907  -0.12
C16 3.323 -1.137 -2.019  -0.11
C17 2.828 -1.747 -3.306  -0.17
C18 1.318 -2.128 -3.402  -0.17
H16 1.590 -4.423 -1.873  0.12
H17 3.698 -3.852 -1.673  0.12
H18 1.416 -4.394 -0.123  0.11
H19 1.281 -3.185 -3.715  0.12
H20 -0.362 -1.209 -2.292  0.07
H21 -0.081 -2.628 -0.230  0.08
H22 0.878 -1.552 -4.230  0.11
H23 3.045 -1.038 -4.120  0.11
H24 3.626 -0.083 -2.078  0.10
H25 3.404 -2.663 -3.529  0.11
H26 3.540 -3.740 0.083  0.11
H27 3.937 -1.444 -0.001  0.09
P1 -2.965 -0.491 -0.286  0.78
C19 -4.338 -0.066 0.870  -0.23
H28 -5.295 -0.402 0.450  0.06
H29 -4.386 1.016 1.038  0.03
H30 -4.174 -0.553 1.840  0.04
C20 -3.635 0.177 -1.866  -0.25
H31 -4.689 -0.100 -2.004  0.06
H32 -3.048 -0.210 -2.708  0.04
H33 -3.555 1.271 -1.864  0.04
C21 -3.206 -2.292 -0.481  -0.27
H34 -2.611 -2.644 -1.333  0.04
H35 -4.264 -2.541 -0.637  0.06
H36 -2.844 -2.799 0.423  0.03
P2 0.413 2.409 -1.413  0.81
C22 2.180 2.840 -1.162  -0.27
H37 2.647 3.201 -2.090  0.06
H38 2.716 1.941 -0.817  0.02
H39 2.267 3.610 -0.381  0.05
C23 0.344 1.951 -3.195  -0.26
H40 1.175 1.271 -3.436  0.04
H41 0.394 2.840 -3.845  0.06
H42 -0.600 1.426 -3.392  0.03
C24 -0.371 4.076 -1.432  -0.26
H43 0.141 4.798 -2.081  0.06
H44 -0.399 4.472 -0.409  0.04
H45 -1.410 3.974 -1.767  0.05
S1 -3.557 4.141 1.383  0.69
C25 -2.697 2.974 0.751  -0.97
N1 -1.997 2.087 0.342  -0.12

Properties
charge = +1
energy above the lowest of the compared OMol25 structures with the same formula, charge and spin = 0.0 kJ/mol
LUMO energy = -2.911 eV
E_HOMO = -10.9933 eV
total energy = -78255.4618 eV
frontier orbital gap = 8.1 eV
2S+1 = 1

3.
Formula: C25H46F4N2O21PPt
Source: OMol25
Level of theory: ωB97M-V/def2-TZVPD

Each line ends with the Löwdin charge.
Geometry (Å):
Pt1 -4.282 25.929 -0.678  0.84
C1 3.686 28.264 0.107  0.01
N1 3.957 29.299 -0.976  -0.34
C2 4.931 28.590 -1.941  0.00
C3 2.689 29.467 -1.783  0.02
C4 4.695 30.650 -0.645  -0.03
C5 4.162 31.168 0.724  -0.20
O1 2.898 31.771 0.557  -0.04
H1 2.900 28.645 0.759  0.11
H2 4.639 28.004 0.569  0.12
H3 3.313 27.346 -0.346  0.11
H4 4.601 27.572 -2.151  0.11
H5 5.850 28.490 -1.363  0.10
H6 5.067 29.179 -2.848  0.11
H7 2.118 28.550 -1.929  0.12
H8 2.945 30.021 -2.685  0.12
H9 2.149 29.981 -0.988  0.09
H10 4.662 31.152 -1.612  0.14
H11 5.753 30.408 -0.545  0.12
H12 4.898 31.882 1.093  0.13
H13 4.050 30.417 1.506  0.12
H14 2.147 31.185 0.678  0.08
C6 -2.215 29.125 0.660  -1.02
O2 -1.580 30.125 1.085  0.04
O3 -3.251 29.164 -0.038  0.05
O4 -1.817 27.971 0.907  0.07
C7 -6.658 32.882 4.380  -0.06
C8 -7.243 33.906 3.353  -0.42
C9 -7.127 35.379 3.768  -0.15
O5 -7.702 35.455 5.087  -0.20
C10 -9.019 35.252 5.379  -0.15
N2 -6.451 33.729 2.161  0.00
H15 -5.572 32.799 4.431  0.07
H16 -6.886 31.869 4.048  0.07
H17 -7.117 33.036 5.356  0.06
H18 -8.241 33.591 3.048  0.14
H19 -7.534 36.128 3.088  0.12
H20 -6.072 35.638 3.679  0.12
H21 -9.186 34.176 5.419  0.08
H22 -9.834 35.576 4.732  0.09
H23 -9.102 35.728 6.356  0.10
H24 -6.511 32.854 1.660  0.07
H25 -5.472 33.680 2.405  0.06
C11 -5.742 20.958 4.141  -0.09
O6 -4.413 21.441 4.279  -0.22
P1 -3.555 21.599 2.952  0.47
O7 -4.072 22.727 2.077  -0.29
O8 -3.679 20.088 2.338  -0.23
C12 -3.000 19.026 2.996  -0.11
O9 -2.025 21.667 3.522  -0.23
C13 -1.109 22.710 3.074  -0.08
H26 -6.091 21.341 3.181  0.08
H27 -6.381 21.184 4.994  0.10
H28 -5.787 19.883 3.964  0.08
H29 -3.769 18.294 3.244  0.09
H30 -2.384 19.176 3.883  0.09
H31 -2.397 18.498 2.257  0.09
H32 -1.035 22.799 1.990  0.08
H33 -0.105 22.533 3.462  0.09
H34 -1.447 23.672 3.460  0.08
C14 -1.903 36.316 -0.190  -0.08
C15 -1.763 35.432 -1.438  -0.35
O10 -0.525 35.884 -1.909  0.11
C16 -0.324 37.203 -1.515  -0.49
O11 0.481 37.996 -1.915  0.17
O12 -1.231 37.495 -0.534  0.07
F1 -2.758 35.787 -2.220  0.11
H35 -1.274 35.920 0.608  0.14
H36 -2.961 36.517 -0.018  0.15
H37 -1.654 34.357 -1.298  0.17
C17 0.470 29.240 6.490  -0.07
C18 0.931 30.664 6.139  -0.37
O13 2.311 30.527 6.353  0.14
C19 2.611 29.347 6.902  -0.51
O14 3.816 29.027 7.176  0.08
O15 1.535 28.636 7.119  0.12
F2 0.499 31.566 6.920  0.16
H38 0.102 28.685 5.627  0.14
H39 -0.385 29.256 7.166  0.15
H40 0.846 31.009 5.109  0.17
C20 -4.930 26.388 6.000  -0.04
C21 -6.348 26.066 6.266  -0.43
O16 -6.483 25.337 7.449  0.14
C22 -5.171 25.004 7.892  -0.42
O17 -4.795 24.406 8.902  0.15
O18 -4.300 25.636 7.060  0.06
F3 -6.859 25.507 5.211  0.11
H41 -4.833 27.468 5.887  0.14
H42 -4.502 25.948 5.099  0.14
H43 -6.994 26.943 6.300  0.17
C23 -2.486 29.444 -5.560  -0.01
C24 -1.324 29.757 -6.467  -0.28
O19 -1.872 29.797 -7.801  0.16
C25 -3.010 29.162 -7.764  -0.55
O20 -3.681 29.003 -8.863  0.07
O21 -3.333 28.789 -6.562  0.10
F4 -0.472 28.708 -6.323  0.05
H44 -2.892 30.371 -5.155  0.14
H45 -2.266 28.788 -4.718  0.14
H46 -0.736 30.653 -6.265  0.17

Properties
charge = +1
LUMO energy (spin up / spin down) = -6.507 / -6.474 eV
E_HOMO (spin up / spin down) = -10.4558 / -10.4558 eV
total energy = -96036.9831 eV
expectation value of S² = 2.06
frontier orbital gap (spin up / spin down) = 3.9 / 4.0 eV
2S+1 = 3